a | Computed, not measured: one molecule with the formula C3H5NO4, with wB97M-V/def2-TZVPD.

Bonds (Å) are listed after each position.
Cartesian coordinates (Å):
1 O 1.61797 2.00490 -1.11163  C2 1.233
2 C 0.81950 2.56944 -0.36125  O1 1.233, O3 1.419, H9 1.187
3 O -0.35371 1.93306 0.12094  C2 1.419, C4 1.376
4 C -0.15394 0.57166 0.10203  O3 1.376, O5 1.317, H10 1.098, H11 1.008
5 O -0.88298 -0.13006 0.94481  C4 1.317, C6 1.399
6 C -1.15941 -1.49256 0.78859  O5 1.399, N7 1.357, H12 1.087
7 N -0.68279 -2.49175 0.00336  C6 1.357, O8 1.349
8 O 0.34556 -2.13346 -0.79307  N7 1.349, H13 1.091
9 H 0.76791 3.68644 0.03670  C2 1.187
10 H -0.16329 0.14074 -0.90786  C4 1.098
11 H 0.75608 0.25624 0.40048  C4 1.008
12 H -1.79802 -1.83436 1.59927  C6 1.087
13 H 0.88712 -3.08030 -0.82235  O8 1.091

The HOMO-LUMO gap comes out at 9.860 eV. The LUMO energy is 0.65 eV. The value obtained for the highest occupied orbital energy is -9.2068 eV. Its SMILES is O=COCO/C=N\O.

Just the Mulliken charges please, in e? Sure, here they are: -0.4688, 0.2518, -0.3023, -0.2931, -0.3616, 0.0873, -0.3661, -0.3621, 0.2784, 0.3611, 0.4572, 0.3516, 0.3666

b | Computed, not measured: one molecule with the formula C3H5NO4, with wB97M-V/def2-TZVPD.

Bonds (Å) are listed after each position.
Cartesian coordinates (Å):
1 O 2.39220 -1.55924 -0.04526  C2 1.267
2 C 1.65447 -0.53578 -0.16302  O1 1.267, O3 1.362, C4 1.494
3 O 2.04068 0.76998 -0.11616  C2 1.362, H9 1.076
4 C 0.16467 -0.63597 -0.11458  C2 1.494, C5 1.628, N7 1.287
5 C -0.48711 0.85110 0.00881  C4 1.628, O6 1.438, H10 1.198, H11 1.099
6 O -1.88652 0.68978 -0.27900  C5 1.438, H12 1.025
7 N -0.51022 -1.72690 -0.21539  C4 1.287, O8 1.324
8 O -1.81585 -1.81984 -0.01691  N7 1.324, H13 1.079
9 H 3.09712 0.57939 -0.04280  O3 1.076
10 H -0.26835 1.33497 1.08275  C5 1.198
11 H 0.20311 1.48239 -0.56767  C5 1.099
12 H -2.50201 1.45104 0.02578  O6 1.025
13 H -2.08220 -0.88091 0.44345  O8 1.079

The HOMO-LUMO gap comes out at 9.799 eV. The LUMO energy is 0.16 eV. The value obtained for the highest occupied orbital energy is -9.6387 eV. Its SMILES is O=C(O)/C(CO)=N/O.

Just the Mulliken charges please, in e? Sure, here they are: -0.5660, 0.4427, -0.4593, 0.4637, -0.3334, -0.5939, -0.3483, -0.3381, 0.3883, 0.2637, 0.3411, 0.3300, 0.4093

Quick one: most stable of them? b

a | Computed, not measured: one molecule with the formula C19H23N3O2, with wB97M-V/def2-TZVPD.

Bonds (Å) are listed after each position.
Cartesian coordinates (Å):
1 H 0.97353 -1.45074 2.42665  N2 1.002
2 N 0.64515 -2.04749 1.69170  H1 1.002, C3 1.284
3 C -0.25106 -1.44900 0.99457  N2 1.284, N4 1.418, N14 1.391
4 N -0.55874 -0.06593 1.05498  C3 1.418, C5 1.514, C8 1.362
5 C -0.15873 0.93144 2.12111  N4 1.514, C6 1.517, H26 1.143, H27 1.138
6 C -1.02003 0.68010 3.34492  C5 1.517, C7 1.520, H28 1.098, H29 1.039
7 C -2.39434 1.32888 3.35283  C6 1.520, H30 1.114, H31 1.101, H32 1.031
8 C -1.34904 0.20014 -0.02143  N4 1.362, C9 1.438, C13 1.412
9 C -2.08763 1.37367 -0.40125  C8 1.438, C10 1.372, H33 1.106
10 C -2.84185 1.46628 -1.54372  C9 1.372, C11 1.407, H34 1.058
11 C -3.03594 0.27898 -2.27256  C10 1.407, C12 1.428, H35 1.072
12 C -2.48487 -0.97630 -1.87158  C11 1.428, C13 1.431, H36 1.103
13 C -1.59880 -0.98486 -0.74823  C8 1.412, C12 1.431, N14 1.362
14 N -0.92731 -1.97686 -0.09998  C3 1.391, C13 1.362, C15 1.533
15 C -0.42211 -3.21524 -0.84908  N14 1.533, C16 1.581, H37 1.091, H38 1.080
16 C 0.39610 -3.06210 -2.19322  C15 1.581, O17 1.397, H39 1.081, H40 1.102
17 O 1.67086 -2.63763 -1.80977  C16 1.397, C18 1.354
18 C 2.07184 -1.35706 -1.63280  O17 1.354, C19 1.384, C25 1.415
19 C 3.10628 -1.19715 -0.72790  C18 1.384, C20 1.406, H41 1.032
20 C 3.26157 0.16226 -0.40506  C19 1.406, C21 1.406, H42 1.082
21 C 2.53800 1.21083 -0.99989  C20 1.406, O22 1.420, C24 1.371
22 O 2.77030 2.58974 -0.75130  C21 1.420, C23 1.390
23 C 2.85783 3.04602 0.55862  O22 1.390, H43 1.068, H44 1.087, H45 1.133
24 C 1.48767 0.96093 -1.84522  C21 1.371, C25 1.355, H46 1.139
25 C 1.36018 -0.31744 -2.27695  C18 1.415, C24 1.355, H47 1.096
26 H -0.34939 2.00113 1.76774  C5 1.143
27 H 0.95732 0.77040 2.27619  C5 1.138
28 H -0.96984 -0.40322 3.51690  C6 1.098
29 H -0.53614 1.00353 4.20614  C6 1.039
30 H -2.35051 2.35564 2.92349  C7 1.114
31 H -3.13444 0.92686 2.64391  C7 1.101
32 H -2.80212 1.47306 4.28873  C7 1.031
33 H -2.06388 2.32143 0.16888  C9 1.106
34 H -3.38103 2.28102 -1.94955  C10 1.058
35 H -3.67177 0.34772 -3.13297  C11 1.072
36 H -2.75952 -1.73544 -2.62326  C12 1.103
37 H -1.16670 -3.93696 -1.18943  C15 1.091
38 H 0.17126 -3.72408 -0.10411  C15 1.080
39 H 0.46636 -4.06666 -2.58599  C16 1.081
40 H -0.13182 -2.33668 -2.83398  C16 1.102
41 H 3.65507 -1.94338 -0.27306  C19 1.032
42 H 4.01119 0.33971 0.35499  C20 1.082
43 H 3.83929 3.40782 0.77231  C23 1.068
44 H 2.14739 3.85596 0.69996  C23 1.087
45 H 2.63833 2.30736 1.38934  C23 1.133
46 H 0.86884 1.73316 -2.40824  C24 1.139
47 H 0.55327 -0.46987 -3.00346  C25 1.096

The HOMO-LUMO gap comes out at 8.107 eV. The LUMO energy is 0.74 eV. The value obtained for the highest occupied orbital energy is -7.3682 eV. Its SMILES is [H]/N=c1\n(CCC)c2ccccc2n1CCOc1ccc(OC)cc1.

Just the Mulliken charges please, in e? Sure, here they are: 0.2686, -0.8239, 0.1805, 0.7688, -1.0066, -0.4886, -1.2313, 0.7133, -0.2380, -1.2270, -0.5519, -1.0175, 0.7157, 0.0864, -1.1513, -0.2818, -0.4820, 0.5789, -0.9782, -0.1234, 0.2847, -0.4701, -0.6753, -0.2371, -0.5341, 0.3580, 0.4389, 0.3103, 0.4684, 0.2586, 0.2760, 0.4362, 0.2040, 0.5047, 0.4119, 0.3331, 0.3993, 0.4894, 0.4116, 0.1544, 0.5838, 0.4017, 0.3438, 0.2840, 0.1418, 0.3422, 0.3692

b | Computed, not measured: one molecule with the formula C19H23N3O2, with wB97M-V/def2-TZVPD.

Bonds (Å) are listed after each position.
Cartesian coordinates (Å):
1 C 5.89326 1.30949 -2.29226  C2 1.550, H25 1.117, H26 1.094, H27 1.106
2 C 5.11345 0.03945 -1.86619  C1 1.550, C3 1.555, C4 1.531, H28 1.124
3 C 4.09559 -0.34320 -2.97803  C2 1.555, H29 1.081, H30 1.076, H31 1.068
4 C 4.44272 0.25097 -0.50617  C2 1.531, C5 1.576, H32 1.108, H33 1.107
5 C 3.78254 -0.99983 0.18888  C4 1.576, N6 1.495, C7 1.567, H34 1.097
6 N 3.84549 -0.78860 1.66803  C5 1.495, H35 1.040, H36 1.029
7 C 2.29638 -1.09407 -0.30016  C5 1.567, O8 1.228, N9 1.390
8 O 1.98892 -1.79895 -1.25745  C7 1.228
9 N 1.35053 -0.35001 0.39545  C7 1.390, C10 1.419, H37 1.011
10 C -0.05933 -0.30199 0.24137  N9 1.419, C11 1.422, C15 1.410
11 C -0.82110 -1.26387 -0.47660  C10 1.422, C12 1.365, H38 1.110
12 C -2.18494 -1.23638 -0.51177  C11 1.365, C13 1.415, H39 1.076
13 C -2.86863 -0.20104 0.16948  C12 1.415, C14 1.414, C24 1.461
14 C -2.15385 0.80489 0.85995  C13 1.414, C15 1.383, O16 1.362
15 C -0.77220 0.73820 0.87314  C10 1.410, C14 1.383, H40 1.081
16 O -2.76114 1.83097 1.51780  C14 1.362, C17 1.447
17 C -4.05890 1.49332 2.06219  O16 1.447, C18 1.562, C19 1.495, H41 1.116
18 C -3.91230 0.63530 3.35928  C17 1.562, H42 1.132, H43 1.099, H44 1.076
19 C -4.92468 0.79785 1.06078  C17 1.495, C20 1.408, C24 1.392
20 C -6.32614 0.93800 1.05736  C19 1.408, N21 1.343, H45 1.099
21 N -7.09486 0.30691 0.15555  C20 1.343, C22 1.328
22 C -6.49111 -0.51914 -0.69175  N21 1.328, C23 1.376, H46 1.090
23 C -5.13374 -0.74556 -0.72015  C22 1.376, C24 1.370, H47 1.099
24 C -4.32359 -0.07292 0.15568  C13 1.461, C19 1.392, C23 1.370
25 H 6.69413 1.55612 -1.55361  C1 1.117
26 H 5.26600 2.19883 -2.40299  C1 1.094
27 H 6.34019 1.15453 -3.29148  C1 1.106
28 H 5.86752 -0.78500 -1.74721  C2 1.124
29 H 3.75581 -1.35975 -2.84133  C3 1.081
30 H 4.55751 -0.26654 -3.94677  C3 1.076
31 H 3.26298 0.32449 -2.95027  C3 1.068
32 H 5.27460 0.54113 0.16547  C4 1.108
33 H 3.73233 1.09815 -0.56950  C4 1.107
34 H 4.30662 -1.91500 -0.11150  C5 1.097
35 H 3.48916 -1.65238 2.12445  N6 1.040
36 H 4.79606 -0.60937 2.01928  N6 1.029
37 H 1.77036 0.09138 1.20181  N9 1.011
38 H -0.24532 -2.05671 -0.99880  C11 1.110
39 H -2.74168 -2.04788 -0.94625  C12 1.076
40 H -0.22292 1.52784 1.36750  C15 1.081
41 H -4.55169 2.44868 2.36310  C17 1.116
42 H -3.53662 1.26179 4.22437  C18 1.132
43 H -3.16132 -0.15838 3.23948  C18 1.099
44 H -4.83936 0.13458 3.57779  C18 1.076
45 H -6.88141 1.53373 1.79476  C20 1.099
46 H -7.14105 -1.03619 -1.39752  C22 1.090
47 H -4.71424 -1.41383 -1.48519  C23 1.099

The HOMO-LUMO gap comes out at 8.411 eV. The LUMO energy is 0.30 eV. The value obtained for the highest occupied orbital energy is -8.1111 eV. Its SMILES is CC(C)C[C@@H](N)C(=O)Nc1ccc2c(c1)O[C@H](C)c1cnccc1-2.

Just the Mulliken charges please, in e? Sure, here they are: -1.5276, 0.9042, -1.5077, -1.0392, 0.3757, -0.7287, 0.1491, -0.6491, 0.0095, 0.2527, -0.4981, -1.1609, 1.6036, -0.7256, -0.4466, -0.5515, 0.1454, -1.2147, 0.2779, -0.5342, -0.6383, -0.3951, -0.6789, 0.7429, 0.3664, 0.3532, 0.3889, 0.1751, 0.2883, 0.4925, 0.3402, 0.2982, 0.3082, 0.3103, 0.2357, 0.2383, 0.3408, 0.4043, 0.3722, 0.4449, 0.3972, 0.3029, 0.3225, 0.3982, 0.3805, 0.3613, 0.3153

Quick one: most stable of them? b

a | Computed, not measured: an isolated ion of composition C4H7N2OS and charge +1, with wB97M-V/def2-TZVPD.

Bonds (Å) are listed after each position.
Cartesian coordinates (Å):
1 C -0.33220 -0.72058 -0.39519  C4 1.484, N5 1.358, N6 1.323
2 C 3.00253 1.14221 0.29973  S8 1.734, H9 1.053, H10 1.028
3 C 1.86179 -0.57965 -0.17568  N6 1.398, O7 1.387, S8 1.740
4 C -1.68776 -0.42993 -0.92503  C1 1.484, H11 1.027, H12 1.145, H13 1.076
5 N -0.01539 -0.96362 0.90246  C1 1.358, O7 1.404, H14 0.991
6 N 0.78270 -0.45148 -1.05442  C1 1.323, C3 1.398, H15 0.999
7 O 1.37969 -1.02898 1.04442  C3 1.387, N5 1.404
8 S 3.53420 -0.27537 -0.54636  C2 1.734, C3 1.740
9 H 2.38036 1.82001 -0.21340  C2 1.053
10 H 3.21038 0.94757 1.28756  C2 1.028
11 H -2.27542 -1.25011 -1.11759  C4 1.027
12 H -1.76544 0.25779 -1.83745  C4 1.145
13 H -2.30188 0.01474 -0.16145  C4 1.076
14 H -0.59035 -1.53650 1.47178  N5 0.991
15 H 0.88985 -0.54687 -2.04333  N6 0.999

The HOMO-LUMO gap (spin up / spin down) comes out at 7.329 / 7.325 eV. The LUMO energy (spin up / spin down) is -4.63 / -4.63 eV. Its charge is +1. The value obtained for the highest occupied orbital energy (spin up / spin down) is -11.9545 / -11.9513 eV.

Just the Mulliken charges please, in e? Sure, here they are: 0.5569, -0.7494, 0.2352, -1.1724, -0.0089, -0.0123, -0.2304, -0.0700, 0.3783, 0.3914, 0.3897, 0.3165, 0.3611, 0.2949, 0.3192

b | Computed, not measured: an isolated ion of composition C4H7N2OS and charge +1, with wB97M-V/def2-TZVPD.

Bonds (Å) are listed after each position.
Cartesian coordinates (Å):
1 H 1.74484 2.10586 -0.73089  N2 1.124
2 N 0.76278 2.16412 -0.18775  H1 1.124, N3 1.221
3 N 0.18413 1.11490 0.04767  N2 1.221, C4 1.379, C7 1.462
4 C -1.03062 1.04449 0.69719  N3 1.379, C5 1.355, H10 1.030
5 C -1.63238 -0.15026 0.47869  C4 1.355, C6 1.483, H11 1.108
6 C -0.72448 -1.11277 -0.19078  C5 1.483, C7 1.500, H12 1.005, H13 1.051
7 C 0.49483 -0.25550 -0.35579  N3 1.462, C6 1.500, O8 1.534, S9 1.847
8 O 1.09284 -0.15527 -1.76527  C7 1.534, H14 0.906
9 S 1.83301 -0.93493 0.72051  C7 1.847, H15 1.368
10 H -1.56069 1.86803 1.01713  C4 1.030
11 H -2.46107 -0.70325 0.96372  C5 1.108
12 H -0.43263 -1.88608 0.38035  C6 1.005
13 H -1.10361 -1.54333 -1.07138  C6 1.051
14 H 1.70575 -0.81279 -1.87958  O8 0.906
15 H 1.12730 -0.74321 1.87619  S9 1.368

The HOMO-LUMO gap comes out at 8.203 eV. The LUMO energy is -6.18 eV. Its charge is +1. The value obtained for the highest occupied orbital energy is -14.3882 eV. Its SMILES is [H]/N=[N+]1/C=CC[C@]1(O)S.

Just the Mulliken charges please, in e? Sure, here they are: 0.3564, -0.7975, 0.8965, -0.4322, -0.1952, -0.6334, 0.1597, -0.4874, -0.0900, 0.5385, 0.3883, 0.4081, 0.3774, 0.3230, 0.1878

Quick one: most stable of them? b